{
  "formula": "C3H7NO3P",
  "method": "wB97M-V/def2-TZVPD",
  "species": ["C", "O", "P", "O", "C", "N", "C", "O", "H", "H", "H", "H", "H", "H", "H"],
  "xyz": [[-0.25774, 0.77699, -1.16191], [1.27726, 0.30513, -1.40964], [1.96819, -0.01870, 0.00172], [1.15323, 1.08341, 0.94482], [-0.14365, 0.63568, 1.25119], [-0.72205, -0.00390, -0.01606], [-0.21075, -1.42737, 0.01037], [1.12440, -1.37154, 0.42034], [-0.59821, 0.46011, -2.17008], [-0.24281, 1.81207, -1.06453], [-0.61451, 1.57003, 1.34075], [-0.10534, -0.28375, 1.96273], [-1.79768, 0.04300, -0.02970], [-0.70412, -1.77559, 0.89866], [-0.12624, -1.80557, -0.97868]],
  "lowdin_charge": [-0.001, -0.282, 0.941, -0.256, -0.120, -0.052, -0.119, -0.276, 0.167, 0.123, 0.143, 0.183, 0.246, 0.152, 0.151],
  "e_lumo_ev": -3.82,
  "charge": 1,
  "total_energy_ha": -740.05185
}



{
  "formula": "C21H58F3HgN2O21S2Zn",
  "method": "wB97M-V/def2-TZVPD",
  "species": ["Hg", "Zn", "S", "O", "O", "O", "O", "C", "F", "F", "F", "S", "O", "O", "O", "C", "C", "O", "O", "H", "H", "H", "H", "H", "H", "C", "C", "O", "O", "H", "H", "H", "H", "H", "H", "C", "C", "O", "O", "H", "H", "H", "H", "H", "H", "C", "C", "O", "O", "H", "H", "H", "H", "H", "H", "C", "C", "O", "O", "H", "H", "H", "H", "H", "H", "C", "C", "O", "O", "H", "H", "H", "H", "H", "H", "C", "C", "C", "O", "C", "N", "H", "H", "H", "H", "H", "H", "H", "H", "H", "H", "H", "C", "C", "C", "O", "C", "N", "H", "H", "H", "H", "H", "H", "H", "H", "H", "H", "H"],
  "xyz": [[-9.89446, -22.17159, -32.80039], [-10.06576, -17.21644, -30.89582], [-8.36594, -19.04444, -31.76513], [-6.95416, -18.70200, -31.97092], [-8.84990, -18.64606, -30.43099], [-9.17509, -18.05110, -32.54821], [-8.69501, -20.41534, -32.11323], [-13.43393, -20.09809, -30.25922], [-14.13429, -21.17853, -30.51921], [-14.28501, -19.10076, -30.04661], [-12.72916, -20.22142, -29.14895], [-12.30504, -19.66532, -31.71286], [-13.15165, -19.31119, -32.82862], [-11.54228, -18.53750, -31.21847], [-11.49920, -20.89361, -31.88713], [-9.56859, -16.17433, -28.27459], [-8.96581, -15.11964, -29.21858], [-8.78530, -15.62543, -30.55003], [-10.61131, -16.87143, -29.00457], [-10.02677, -15.77153, -27.37516], [-8.74268, -16.82813, -27.98344], [-8.07186, -14.64254, -28.81858], [-9.71742, -14.32095, -29.23934], [-8.25015, -14.90186, -31.00107], [-11.34573, -16.96344, -28.39107], [-4.99736, -16.69048, -29.67111], [-3.58051, -16.78470, -30.28317], [-2.96075, -15.49474, -30.26384], [-4.94239, -16.47596, -28.27020], [-5.58792, -17.59761, -29.84654], [-5.59398, -15.93445, -30.18405], [-3.73423, -17.04647, -31.32835], [-2.97488, -17.49489, -29.71837], [-2.81181, -15.28267, -29.33559], [-4.33849, -17.11732, -27.88398], [-11.38160, -18.55975, -36.65765], [-10.70766, -17.83303, -35.51277], [-9.41682, -18.30903, -35.26757], [-11.87404, -19.83074, -36.22536], [-10.68603, -18.63223, -37.49296], [-12.26550, -18.02088, -37.00930], [-11.40464, -17.84605, -34.66507], [-10.68358, -16.76301, -35.76665], [-9.07443, -18.10867, -34.37337], [-12.39406, -19.70753, -35.42643], [-4.95239, -17.21476, -34.70908], [-5.82236, -18.30660, -35.29706], [-5.87401, -19.42786, -34.42075], [-5.61566, -16.58293, -33.62699], [-4.73065, -16.42858, -35.43447], [-3.97137, -17.57097, -34.37972], [-5.46598, -18.64188, -36.27336], [-6.83044, -17.97133, -35.56426], [-6.25653, -19.20066, -33.55068], [-5.91640, -17.23343, -32.97801], [-4.30847, -20.85415, -31.54474], [-3.10782, -20.12955, -32.18940], [-2.39709, -20.97114, -33.08257], [-5.08764, -20.08774, -30.63336], [-3.95758, -21.79067, -31.10742], [-4.95861, -21.21685, -32.35049], [-2.46954, -19.78565, -31.36711], [-3.44395, -19.21055, -32.67951], [-1.71932, -20.38711, -33.43886], [-5.70336, -19.52499, -31.12875], [-8.46505, -23.52345, -30.44600], [-7.28519, -23.24784, -31.37882], [-7.65145, -23.04051, -32.75279], [-9.39910, -22.47053, -30.48778], [-8.06377, -23.60216, -29.43281], [-8.91215, -24.49974, -30.65275], [-6.54881, -24.04209, -31.23980], [-6.77123, -22.34586, -31.03428], [-6.92093, -23.28632, -33.33155], [-8.92560, -21.75691, -29.99207], [-8.72989, -14.45500, -33.76350], [-7.91911, -13.37312, -33.02097], [-8.67684, -12.30809, -32.22415], [-7.84337, -11.30568, -31.70267], [-7.37336, -10.39817, -32.67569], [-7.05452, -14.10761, -32.05846], [-9.43767, -15.01786, -33.15136], [-8.10107, -15.16851, -34.29029], [-9.34653, -13.92295, -34.49528], [-7.27433, -12.91252, -33.77615], [-9.20554, -12.78163, -31.39618], [-9.38674, -11.83830, -32.91674], [-8.21751, -9.82426, -33.06890], [-6.74302, -10.82818, -33.45665], [-6.72471, -9.61110, -32.28483], [-6.44327, -14.72316, -32.58843], [-6.50682, -13.38995, -31.58749], [-9.54777, -20.25057, -27.55342], [-8.08923, -20.60082, -27.29648], [-7.80977, -21.87867, -26.49007], [-8.56332, -21.89250, -25.27643], [-8.13948, -20.93985, -24.33433], [-7.47751, -20.82732, -28.62310], [-9.65707, -19.27412, -28.02589], [-10.15349, -20.29034, -26.64851], [-9.96460, -20.95133, -28.28119], [-7.64173, -19.72555, -26.81732], [-6.74330, -21.87654, -26.24515], [-8.09965, -22.77160, -27.03816], [-8.14418, -19.92790, -24.75328], [-7.11838, -21.09848, -23.96953], [-8.83168, -20.96525, -23.49560], [-6.48377, -21.02403, -28.67007], [-7.62221, -20.03808, -29.23911]],
  "lowdin_charge": [1.426, 0.756, 0.376, -0.314, -0.349, -0.355, -0.374, -0.672, 0.180, 0.156, 0.159, 0.595, -0.246, -0.306, -0.394, -0.140, -0.177, -0.119, -0.084, 0.140, 0.126, 0.141, 0.124, 0.063, 0.134, -0.238, -0.218, -0.059, -0.068, 0.093, 0.107, 0.104, 0.120, 0.083, 0.086, -0.223, -0.277, -0.072, -0.078, 0.125, 0.119, 0.110, 0.116, 0.039, 0.057, -0.221, -0.221, -0.080, -0.087, 0.124, 0.111, 0.123, 0.108, 0.022, 0.045, -0.236, -0.249, -0.046, -0.090, 0.120, 0.104, 0.117, 0.096, 0.092, 0.011, -0.224, -0.198, -0.104, -0.143, 0.122, 0.135, 0.142, 0.104, 0.128, 0.070, -0.036, -0.383, -0.197, -0.172, -0.102, 0.056, 0.061, 0.078, 0.085, 0.132, 0.121, 0.130, 0.095, 0.085, 0.092, 0.071, 0.100, -0.034, -0.397, -0.171, -0.185, -0.114, 0.059, 0.054, 0.090, 0.073, 0.127, 0.127, 0.120, 0.076, 0.093, 0.095, 0.083, 0.039],
  "e_lumo_ev": -6.20,
  "charge": 1,
  "total_energy_ha": -5552.88392
}



{
  "formula": "C41H54IKN2O6P3S",
  "method": "wB97M-V/def2-TZVPD",
  "species": ["K", "C", "C", "C", "O", "P", "O", "C", "P", "O", "O", "C", "C", "C", "O", "C", "C", "C", "O", "C", "C", "C", "H", "H", "H", "H", "H", "H", "H", "H", "H", "H", "H", "H", "H", "H", "H", "H", "H", "H", "H", "H", "H", "H", "H", "H", "H", "H", "H", "H", "H", "H", "I", "C", "C", "C", "C", "C", "C", "C", "C", "C", "P", "C", "C", "C", "C", "C", "C", "C", "C", "C", "C", "C", "C", "C", "H", "H", "H", "H", "H", "H", "H", "H", "H", "H", "H", "H", "H", "H", "H", "H", "C", "C", "C", "C", "N", "C", "S", "N", "C", "H", "H", "H", "H", "H", "H", "H", "H"],
  "xyz": [[-0.85486, 0.43835, -1.48183], [3.73746, 0.65524, 2.47050], [2.32796, 0.46234, 1.94312], [2.11678, -0.87722, 1.26514], [1.95343, 1.57756, 1.07680], [2.26267, 1.70372, -0.45716], [1.63871, 0.70036, -1.34636], [1.76583, 3.39845, -0.80895], [-0.02239, 3.69587, -0.92434], [-0.60409, 2.89430, -2.01903], [-0.16189, 5.26451, -1.07330], [-0.16937, 5.88418, -2.40748], [-1.60711, 6.09088, -2.82942], [0.62115, 7.16663, -2.28897], [-0.64257, 3.32284, 0.45276], [-0.81292, 4.05361, 1.70752], [-1.98739, 4.99615, 1.58333], [0.47415, 4.72924, 2.12858], [3.84779, 1.68586, -0.51126], [4.54888, 1.36575, -1.75620], [4.83469, -0.12041, -1.78906], [5.80057, 2.21404, -1.77462], [3.93815, -0.08559, 3.24742], [3.84988, 1.64787, 2.90673], [4.47585, 0.53747, 1.68069], [1.62339, 0.57286, 2.76116], [2.80011, -1.02022, 0.42726], [1.09019, -0.98513, 0.90463], [2.31541, -1.67098, 1.99061], [2.17707, 3.64373, -1.79337], [2.21813, 4.05846, -0.06758], [0.31973, 5.19403, -3.09832], [-2.11575, 6.74859, -2.12285], [-2.12985, 5.13653, -2.87163], [-1.64403, 6.55184, -3.81749], [0.15217, 7.83459, -1.56532], [0.65236, 7.67274, -3.25407], [1.64470, 6.97097, -1.96854], [-1.05160, 3.24902, 2.39921], [-1.77119, 5.81706, 0.89845], [-2.21195, 5.41533, 2.56577], [-2.86823, 4.45884, 1.23354], [0.75285, 5.52767, 1.43759], [1.28795, 4.00516, 2.20088], [0.32982, 5.18337, 3.11033], [3.89264, 1.63651, -2.58800], [5.45192, -0.40662, -0.93545], [5.37730, -0.37392, -2.70090], [3.90498, -0.68858, -1.76785], [6.43621, 1.96941, -0.92273], [5.55358, 3.27468, -1.73040], [6.36427, 2.02802, -2.68912], [-3.73522, -0.86242, -3.14466], [-4.83707, -2.36096, -2.16087], [-6.17918, -2.10054, -2.08096], [-7.08873, -3.10383, -1.69676], [-6.63228, -4.36805, -1.49031], [-5.25006, -4.66317, -1.56553], [-4.82996, -6.00496, -1.40814], [-3.51045, -6.33676, -1.46831], [-2.55747, -5.30914, -1.57086], [-2.90893, -3.98373, -1.69442], [-1.58203, -2.75129, -1.36465], [-0.45933, -2.91040, -2.79241], [-0.80161, -3.57644, -3.96479], [0.04944, -3.54962, -5.06191], [1.24966, -2.85945, -5.00180], [1.59898, -2.18677, -3.83738], [0.74623, -2.20610, -2.74620], [-0.70487, -3.62646, -0.01579], [0.57977, -4.14701, -0.10019], [1.16541, -4.76486, 1.00269], [0.46689, -4.87798, 2.19208], [-0.82151, -4.35219, 2.28652], [-1.39263, -3.71439, 1.19971], [-4.29529, -3.63608, -1.81151], [-6.55501, -1.12572, -2.36095], [-8.14306, -2.87288, -1.62698], [-7.31893, -5.17567, -1.26797], [-5.58598, -6.76487, -1.25232], [-3.18954, -7.36593, -1.37767], [-1.50944, -5.57158, -1.49464], [-1.73818, -4.11530, -4.02810], [-0.23077, -4.07120, -5.96831], [1.90811, -2.84068, -5.86074], [2.52888, -1.63451, -3.78075], [1.03825, -1.67364, -1.84529], [1.13044, -4.08983, -1.03173], [2.16307, -5.17749, 0.91738], [0.91362, -5.38478, 3.03873], [-1.38613, -4.45201, 3.20664], [-2.38811, -3.29386, 1.28418], [0.84728, -2.40993, 4.82902], [0.20698, -1.11274, 4.47648], [0.29137, 0.03053, 5.22248], [-0.38026, 1.17641, 4.74278], [-1.06623, 1.19265, 3.61915], [-1.16702, 0.06983, 2.87535], [-2.00206, -0.01206, 1.43118], [-0.51692, -1.06261, 3.33448], [-0.32375, 2.46364, 5.50607], [1.42370, -2.31090, 5.74482], [1.50287, -2.74441, 4.02355], [0.08607, -3.17952, 4.97219], [0.84825, 0.04709, 6.14688], [-0.59880, -1.88943, 2.75012], [0.15257, 2.34601, 6.47740], [-1.33191, 2.85443, 5.63881], [0.23733, 3.19767, 4.92381]],
  "lowdin_charge": [0.496, -0.025, -0.393, -0.036, -0.170, 0.456, -0.357, -0.194, 0.419, -0.347, -0.191, -0.432, -0.034, -0.038, -0.179, -0.401, -0.028, -0.042, -0.184, -0.433, -0.038, -0.037, 0.090, 0.091, 0.075, 0.113, 0.079, 0.068, 0.083, 0.092, 0.083, 0.134, 0.091, 0.081, 0.092, 0.090, 0.091, 0.081, 0.108, 0.078, 0.091, 0.093, 0.083, 0.073, 0.088, 0.137, 0.091, 0.093, 0.058, 0.090, 0.084, 0.091, 1.003, -0.600, -0.164, -0.066, -0.028, -0.160, -0.020, -0.051, -0.085, -0.324, 0.985, -0.401, -0.084, -0.067, -0.073, -0.068, -0.146, -0.379, -0.082, -0.074, -0.097, -0.106, -0.129, -0.200, 0.086, 0.112, 0.118, 0.119, 0.111, 0.112, 0.103, 0.109, 0.107, 0.101, 0.073, 0.102, 0.108, 0.107, 0.109, 0.104, 0.004, -0.268, 0.024, -0.301, 0.106, -0.813, 0.628, 0.115, -0.006, 0.092, 0.078, 0.093, 0.122, 0.103, 0.082, 0.096, 0.079],
  "e_lumo_ev": -2.18,
  "charge": 1,
  "total_energy_ha": -4475.70834
}



{
  "formula": "C9H11ClO",
  "method": "wB97M-V/def2-TZVPD",
  "species": ["C", "C", "C", "C", "C", "C", "C", "C", "C", "H", "H", "H", "H", "H", "H", "H", "H", "H", "H", "H", "O", "Cl"],
  "xyz": [[-1.73880, -1.35619, -1.48957], [-2.11830, -0.33614, -0.35832], [-1.08920, 0.04521, 0.92342], [0.30933, 0.35712, 0.64461], [0.54912, 1.71298, 0.18971], [1.85283, 2.01736, -0.14152], [2.87088, 1.10404, 0.14860], [2.38642, -0.25904, 0.31723], [1.16199, -0.71707, 0.59439], [-1.07749, -2.23174, -1.03936], [-2.78216, -1.78810, -1.99260], [-1.09640, -0.74875, -2.23043], [-2.18297, 0.68782, -1.08731], [-3.10479, -0.69128, 0.10756], [-1.60007, 0.98159, 1.41833], [-1.77916, -0.85262, 3.16421], [-0.12294, 2.60819, -0.26556], [2.14574, 2.93112, -0.90166], [3.95846, 1.04606, -0.33975], [0.78209, -1.70431, 0.49641], [-0.94209, -1.16676, 1.81570], [3.61753, -1.63950, 0.02590]],
  "lowdin_charge": [-0.167, -0.208, -0.344, -0.229, -0.053, -0.153, -0.101, -0.530, -0.103, 0.087, 0.119, 0.072, 0.146, 0.101, 0.153, 0.335, 0.164, 0.159, 0.135, 0.113, -0.217, 0.520],
  "e_lumo_ev": -1.18,
  "charge": 0,
  "total_energy_ha": -884.69286
}